A cluster of 2 separate species, C4H8O2 in total. Source: OMol25; level of theory: the ωB97M-V functional and the def2-TZVPD basis.

Its HOMO energy is -8.86 eV. The calculation puts the frontier orbital gap at 9.65 eV. The calculated total energy comes out at -8367.8637 eV. As for the relative energy (zero: lowest compared OMol25 entry of this formula, charge and spin): 5.418 eV.

```
14
C4H8O2 the ωB97M-V functional and the def2-TZVPD basis
C -0.288 1.755 0.677
C 0.238 0.155 0.790
O -0.379 -0.587 1.778
C -0.192 0.298 -0.536
C 0.699 -1.732 -1.694
O -0.103 -2.340 -1.017
H -1.191 2.002 0.111
H -0.554 1.849 1.735
H 0.523 2.431 0.414
H 1.295 0.276 1.032
H -1.029 -1.157 1.341
H -1.239 -0.047 -0.610
H 1.728 -1.526 -1.344
H 0.471 -1.392 -2.720
```

Results of the Löwdin charge analysis, in e, for atoms 1 through 8: number 1, C, carries -0.047; number 2, C, carries -0.474; number 3, O, carries -0.001; number 4, C, carries -0.001; number 5, C, carries -0.192; number 6, O, carries -0.042; number 7, H, carries 0.088; number 8, H, carries 0.103

---

A cluster of 2 separate species, C4H8O2 in total at a distorted geometry. Source: OMol25; level of theory: the ωB97M-V functional and the def2-TZVPD basis.

Its HOMO energy is -9.19 eV. The structure (SMILES) is C#CO.CCO. The calculation puts the frontier orbital gap at 9.87 eV. The calculated total energy comes out at -8369.6721 eV. As for the relative energy (zero: lowest compared OMol25 entry of this formula, charge and spin): 3.610 eV.

```
14
C4H8O2 the ωB97M-V functional and the def2-TZVPD basis
C -3.718 -0.305 -0.042
C -2.660 -0.453 -0.586
O -1.698 -0.936 -1.433
H -4.649 -0.307 0.436
H -0.853 -0.475 -1.295
C 2.409 0.416 0.170
C 1.068 -0.198 0.524
O -0.055 0.580 0.049
H 2.516 1.410 0.602
H 3.211 -0.224 0.532
H 2.512 0.498 -0.911
H 0.969 -1.188 0.075
H 0.881 -0.329 1.620
H 0.066 1.513 0.261
```

Results of the Löwdin charge analysis, in e, for atoms 1 through 8: number 1, C, carries 0.089; number 2, C, carries -0.250; number 3, O, carries 0.009; number 4, H, carries 0.008; number 5, H, carries 0.065; number 6, C, carries -0.085; number 7, C, carries -0.283; number 8, O, carries -0.119

---

An isolated molecule of C4H8O2 at a distorted geometry. Source: OMol25; level of theory: the ωB97M-V functional and the def2-TZVPD basis.

Its HOMO energy is -8.70 eV. The calculation puts the frontier orbital gap at 8.44 eV. The calculated total energy comes out at -8367.8084 eV. As for the relative energy (zero: lowest compared OMol25 entry of this formula, charge and spin): 5.473 eV.

```
14
C4H8O2 the ωB97M-V functional and the def2-TZVPD basis
O 2.595 0.512 0.808
C 1.550 -0.250 0.324
C 0.245 0.245 0.706
C -1.719 0.899 -0.869
O -2.031 -0.051 0.068
C -0.828 -0.733 0.337
H 3.412 0.129 0.463
H 1.659 -1.305 0.590
H 1.559 -0.250 -0.775
H -0.844 1.458 -0.405
H -2.532 1.601 -0.930
H -1.414 0.460 -1.823
H -0.993 -1.369 1.220
H -0.593 -1.415 -0.513
```

Results of the Löwdin charge analysis, in e, for atoms 1 through 8: number 1, O, carries -0.051; number 2, C, carries -0.360; number 3, C, carries 0.114; number 4, C, carries -0.152; number 5, O, carries -0.180; number 6, C, carries -0.293; number 7, H, carries 0.093; number 8, H, carries 0.139

---

A cluster of 2 separate species, C4H8O2 in total at a distorted geometry. Source: OMol25; level of theory: the ωB97M-V functional and the def2-TZVPD basis.

As for the spin multiplicity: 2. Its HOMO energy (spin up / spin down) is -14.39 / -12.63 eV. The calculation puts the frontier orbital gap (spin up / spin down) at 9.89 / 3.52 eV. The calculated total energy comes out at -8360.0834 eV. As for the expectation value of S²: 0.77. Its total charge is +1. As for the relative energy (zero: lowest compared OMol25 entry of this formula, charge and spin): 3.144 eV.

```
14
C4H8O2 the ωB97M-V functional and the def2-TZVPD basis
C -0.913 -1.298 2.015
C -1.533 -0.204 1.333
O -2.669 -0.397 0.399
H 0.193 -1.385 2.243
H -1.453 -2.240 2.123
H -1.166 0.819 1.531
H -3.372 0.285 0.648
C 2.157 0.169 -1.883
C 1.338 1.174 -1.485
O 0.227 1.087 -0.672
H 3.049 0.528 -2.389
H 2.109 -0.854 -1.520
H 1.727 2.211 -1.617
H 0.306 0.104 -0.729
```

Results of the Löwdin charge analysis, in e, for atoms 1 through 8: number 1, C, carries 0.176; number 2, C, carries -0.062; number 3, O, carries 0.013; number 4, H, carries 0.114; number 5, H, carries 0.090; number 6, H, carries 0.128; number 7, H, carries 0.156; number 8, C, carries 0.108

---

The ion C4H8O2 with charge +1 at a distorted geometry. Source: OMol25; level of theory: the ωB97M-V functional and the def2-TZVPD basis.

As for the spin multiplicity: 2. Its HOMO energy (spin up / spin down) is -14.73 / -14.36 eV. The calculation puts the frontier orbital gap (spin up / spin down) at 8.86 / 4.42 eV. The calculated total energy comes out at -8362.0073 eV. As for the expectation value of S²: 0.76. Its total charge is +1. As for the relative energy (zero: lowest compared OMol25 entry of this formula, charge and spin): 1.220 eV.

```
14
C4H8O2 the ωB97M-V functional and the def2-TZVPD basis
O -0.438 -1.275 -2.558
C -1.181 -1.148 -1.645
C -0.997 -0.158 -0.509
C 0.432 -0.166 0.037
C 0.629 0.915 1.090
O 2.016 1.129 1.231
H -2.061 -1.831 -1.594
H -1.281 0.811 -0.915
H -1.702 -0.400 0.268
H 0.696 -1.122 0.467
H 1.117 -0.076 -0.805
H 0.249 0.636 2.070
H 0.185 1.861 0.766
H 2.335 0.825 2.098
```

Results of the Löwdin charge analysis, in e, for atoms 1 through 8: number 1, O, carries 0.361; number 2, C, carries -0.045; number 3, C, carries -0.076; number 4, C, carries -0.145; number 5, C, carries -0.239; number 6, O, carries -0.019; number 7, H, carries 0.219; number 8, H, carries 0.158

---

A structure of composition C4H8O2 at a distorted geometry. Source: OMol25; level of theory: the ωB97M-V functional and the def2-TZVPD basis.

As for the spin multiplicity: 2. Its HOMO energy (spin up / spin down) is -15.55 / -15.34 eV. The calculation puts the frontier orbital gap (spin up / spin down) at 7.28 / 7.13 eV. The calculated total energy comes out at -8357.4188 eV. As for the expectation value of S²: 0.80. Its total charge is +1. As for the relative energy (zero: lowest compared OMol25 entry of this formula, charge and spin): 5.809 eV.

```
14
C4H8O2 the ωB97M-V functional and the def2-TZVPD basis
O -1.637 0.060 -1.935
C -1.732 1.091 -1.099
C -0.912 0.933 0.252
C 0.127 0.062 0.040
C 0.488 -0.887 1.040
O 2.719 -0.795 0.128
H -2.729 1.385 -0.764
H -1.258 1.998 -1.540
H -1.408 1.010 1.218
H 0.859 0.197 -0.754
H 1.781 -0.855 0.809
H 0.477 -1.953 0.813
H 0.069 -0.653 2.021
H 3.156 -1.593 -0.229
```

Results of the Löwdin charge analysis, in e, for atoms 1 through 8: number 1, O, carries 0.117; number 2, C, carries -0.258; number 3, C, carries 0.149; number 4, C, carries -0.090; number 5, C, carries 0.114; number 6, O, carries -0.048; number 7, H, carries 0.145; number 8, H, carries 0.182

---

A structure of composition C4H8O2S at a distorted geometry. Source: OMol25; level of theory: the ωB97M-V functional and the def2-TZVPD basis.

Its HOMO energy is -8.80 eV. The calculation puts the frontier orbital gap at 8.86 eV. The calculated total energy comes out at -19203.2441 eV. As for the relative energy (zero: lowest compared OMol25 entry of this formula, charge and spin): 5.154 eV.

```
15
C4H8O2S the ωB97M-V functional and the def2-TZVPD basis
C 0.547 -0.089 -0.385
C -0.044 -1.540 -0.003
C -1.303 -0.683 0.482
C -0.459 0.661 0.506
H 2.182 1.431 -0.548
H 0.245 0.240 -1.425
H 0.390 -1.889 0.904
H 0.039 -2.492 -0.478
H -1.685 -0.979 1.542
H -2.878 0.390 -0.185
H -0.272 1.001 1.444
H -0.690 2.485 0.708
O -2.271 -0.538 -0.507
O -1.101 1.711 -0.178
S 2.325 0.021 -0.005
```

Results of the Löwdin charge analysis, in e, for atoms 1 through 8: number 1, C, carries -0.637; number 2, C, carries -0.094; number 3, C, carries -0.357; number 4, C, carries -0.423; number 5, H, carries -0.031; number 6, H, carries 0.133; number 7, H, carries 0.074; number 8, H, carries 0.096

---

An isolated molecule of C4H8O2S2 at a distorted geometry. Source: OMol25; level of theory: the ωB97M-V functional and the def2-TZVPD basis.

Its HOMO energy is -8.92 eV. The structure (SMILES) is CSSCCC(=O)O. The calculation puts the frontier orbital gap at 9.55 eV. The calculated total energy comes out at -30043.0044 eV. As for the relative energy (zero: lowest compared OMol25 entry of this formula, charge and spin): 0.787 eV.

```
16
C4H8O2S2 the ωB97M-V functional and the def2-TZVPD basis
C -0.595 0.045 2.921
S -0.845 1.202 1.588
S -1.962 0.327 0.143
C -0.909 -0.630 -1.086
C 0.565 -0.508 -0.821
C 1.392 0.346 -1.733
O 2.557 0.551 -1.529
O 0.650 1.192 -2.468
H -1.465 -0.353 3.438
H 0.096 -0.762 2.697
H -0.188 0.737 3.670
H -1.241 -0.157 -2.000
H -1.309 -1.635 -1.005
H 1.001 -1.490 -0.973
H 0.938 -0.470 0.203
H 1.313 1.604 -3.046
```

Results of the Löwdin charge analysis, in e, for atoms 1 through 8: number 1, C, carries -0.489; number 2, S, carries 0.435; number 3, S, carries 0.464; number 4, C, carries -0.465; number 5, C, carries -0.199; number 6, C, carries -0.531; number 7, O, carries 0.109; number 8, O, carries 0.106